1.
79
Properties=species:S:1:pos:R:3 method="wB97M-V/def2-TZVPD" charge=0 de_lowest_kcal_mol=32.14
K 2.240 0.733 0.725
C -2.246 1.582 3.649
C -2.159 1.752 2.138
C -1.226 2.886 1.744
O -1.821 0.493 1.498
P -0.464 -0.330 1.651
O 0.630 0.417 2.323
C 0.009 -1.034 0.081
P 0.432 -0.149 -1.690
O 1.447 0.891 -1.270
O 1.175 -1.634 -1.850
C 1.885 -2.389 -2.827
C 1.253 -2.547 -4.206
C 2.063 -3.761 -2.186
O 0.400 -0.097 -3.370
C 0.127 0.961 -4.260
C 1.442 1.511 -4.795
C -0.781 0.442 -5.366
O -0.844 -1.547 2.618
C -1.952 -2.468 2.654
C -2.280 -3.118 1.318
C -3.182 -1.806 3.256
H -2.459 2.545 4.117
H -1.297 1.206 4.034
H -3.040 0.884 3.914
H -3.151 1.961 1.740
H -0.231 2.722 2.156
H -1.623 3.822 2.137
H -1.148 2.976 0.659
H -0.689 -1.834 -0.149
H 0.935 -1.529 0.399
H 2.873 -1.929 -2.948
H 0.199 -2.819 -4.115
H 1.777 -3.350 -4.732
H 1.323 -1.636 -4.790
H 1.092 -4.258 -2.121
H 2.467 -3.659 -1.178
H 2.737 -4.382 -2.778
H -0.395 1.787 -3.770
H 2.006 0.719 -5.293
H 2.039 1.893 -3.965
H 1.262 2.318 -5.511
H -0.292 -0.370 -5.909
H -1.027 1.241 -6.069
H -1.708 0.054 -4.935
H -1.600 -3.242 3.336
H -2.715 -2.394 0.624
H -3.017 -3.903 1.491
H -1.400 -3.572 0.862
H -3.537 -1.008 2.603
H -2.952 -1.387 4.236
H -3.975 -2.547 3.370
Cl -2.137 -2.215 -2.439
C -3.154 -0.878 -2.006
C -4.525 -1.119 -2.030
C -5.420 -0.112 -1.725
C -4.936 1.145 -1.395
C -3.572 1.364 -1.360
C -2.629 0.370 -1.655
C -1.185 0.800 -1.522
H -4.875 -2.109 -2.295
H -6.484 -0.310 -1.744
H -5.622 1.952 -1.171
H -3.202 2.349 -1.093
H -1.039 1.670 -2.158
H -1.059 1.176 -0.512
N 6.760 2.197 5.753
C 5.918 2.004 4.691
C 4.674 1.387 4.850
C 3.877 1.187 3.742
N 4.217 1.547 2.500
C 5.405 2.141 2.357
C 6.277 2.391 3.396
H 6.411 2.072 6.684
H 7.559 2.793 5.643
H 4.338 1.072 5.831
H 2.901 0.720 3.849
H 5.672 2.437 1.347
H 7.227 2.878 3.211

2.
16
Properties=species:S:1:pos:R:3 method="wB97M-V/def2-TZVPD" charge=0 smiles="C=CO.NCN" de_lowest_kcal_mol=96.16
C 2.586 -0.618 -3.199
C 1.718 0.245 -2.570
O 0.738 -0.109 -1.407
H 3.607 -0.162 -3.543
H 2.269 -1.647 -3.228
H 1.561 1.276 -2.862
H 0.616 -1.125 -1.449
N -0.378 -0.100 2.326
C -1.625 0.435 2.446
N -2.459 0.791 1.249
H -0.352 -0.647 3.150
H -0.311 -0.821 1.530
H -2.086 -0.151 3.176
H -1.441 1.437 2.979
H -1.799 1.288 0.703
H -2.642 -0.092 0.700

3.
60
Properties=species:S:1:pos:R:3 method="wB97M-V/def2-TZVPD" charge=-1
C 2.357 -0.797 5.256
C 1.076 -1.330 5.377
C -0.026 -0.668 4.841
C 0.157 0.555 4.194
S -1.362 1.510 3.801
N -2.337 0.600 2.725
F 0.592 -0.183 -0.301
S -3.251 1.262 1.439
C -3.584 -0.006 0.162
C -3.702 0.379 -1.180
C -4.228 -0.513 -2.118
C -4.634 -1.791 -1.721
C -4.507 -2.154 -0.384
C -4.004 -1.272 0.565
O -4.532 1.498 2.092
O -2.504 2.263 0.710
O -2.124 1.498 5.024
O -0.862 2.729 3.189
C 1.432 1.123 4.107
C 2.537 0.421 4.604
H 3.213 -1.332 5.680
H 0.913 -2.268 5.906
H -1.027 -1.076 4.913
H -3.373 1.366 -1.517
H -4.336 -0.220 -3.159
H -5.052 -2.486 -2.448
H -4.817 -3.144 -0.062
H -3.918 -1.529 1.612
H 1.583 2.090 3.646
H 3.535 0.830 4.498
F -0.882 0.805 -1.336
C 0.418 0.746 -1.213
S 2.291 1.747 0.059
C 3.198 0.137 0.264
C 4.230 -0.112 -0.627
C 4.972 -1.287 -0.507
C 4.691 -2.192 0.532
C 3.597 -1.958 1.387
C 2.819 -0.825 1.203
O 2.786 2.721 -0.893
O 1.995 2.184 1.416
S 1.425 0.172 -2.683
C 0.246 0.406 -3.987
C -0.959 -0.291 -3.953
C -1.956 0.029 -4.880
C -1.717 0.992 -5.864
C -0.494 1.642 -5.910
C 0.493 1.373 -4.962
O 2.603 0.898 -3.032
O 1.543 -1.234 -2.312
H 4.474 0.624 -1.397
H 5.791 -1.458 -1.222
H 5.322 -3.072 0.677
H 3.384 -2.652 2.205
H 1.917 -0.698 1.798
H -1.125 -1.068 -3.191
H -2.905 -0.489 -4.811
H -2.503 1.215 -6.583
H -0.299 2.374 -6.686
H 1.431 1.917 -4.943

4.
9
Properties=species:S:1:pos:R:3 method="wB97M-V/def2-TZVPD" charge=0 de_lowest_kcal_mol=44.10
C 0.895 0.214 0.118
C -0.270 0.922 -0.067
C 0.893 -1.194 -0.062
C -1.405 0.541 -0.735
O -0.194 -1.820 -0.047
I -3.167 0.365 0.178
H 1.728 0.852 0.375
H -0.226 1.939 0.455
H 1.746 -1.820 -0.216

| no. | total energy (hartree) | E_HOMO (eV) | HOMO-LUMO gap (hartree) |
| --- | --- | --- | --- |
| 1 | -3281.76884 | -7.976 | 0.3048 |
| 2 | -304.92141 | -9.093 | 0.3597 |
| 3 | -3413.66409 | -4.748 | 0.2051 |
| 4 | -526.98657 | -8.421 | 0.2584 |